{"formula": "C12H21Cl4N2O2S3", "method": "the ωB97M-V functional and the def2-TZVPD basis", "total_charge": 1, "spin_multiplicity": 1, "de_lowest_kj_mol": 0.0, "orbital_gap_ev": 7.0, "homo_ev": -12.183, "elements": ["Cl", "Cl", "Cl", "Cl", "S", "S", "S", "O", "O", "N", "N", "C", "C", "C", "C", "C", "C", "C", "C", "C", "C", "C", "C", "H", "H", "H", "H", "H", "H", "H", "H", "H", "H", "H", "H", "H", "H", "H", "H", "H", "H", "H", "H", "H"], "coordinates": [[-3.910609, -4.195819, 4.610930], [4.117015, 0.921377, -2.145001], [-1.508155, -6.600347, 4.406729], [4.231428, -2.065448, -0.612789], [-0.522892, -0.236849, 2.310782], [1.122612, -0.229740, -0.470150], [0.171254, 0.997248, -3.547890], [0.868293, -0.253320, 2.640701], [-1.163412, -1.382159, 1.745574], [-1.509302, 2.074105, 1.461332], [-1.620636, 3.086706, 0.629016], [5.467456, 0.307007, -1.144570], [-1.442248, 0.325208, 3.699506], [-1.915334, -5.393436, 3.162769], [-2.344079, -4.080577, 3.765715], [-0.011628, 1.070826, -0.136800], [-1.003314, 3.182418, -0.538706], [-2.470705, 2.016907, -3.773808], [-0.712292, 1.105272, 1.096410], [-0.187778, 2.154002, -0.996543], [-1.171324, 1.719274, -4.515779], [0.482609, 2.307118, -2.332868], [5.623081, -1.184130, -1.302000], [-0.801443, 2.595188, -5.049062], [-1.609503, -3.724879, 4.485025], [-3.021186, 2.802575, -4.292273], [-2.698854, -5.812884, 2.537005], [-1.174814, 4.088682, -1.104814], [6.369126, 0.819217, -1.472617], [6.510308, -1.516266, -0.766646], [-2.436999, 0.630302, 3.388365], [0.448782, -0.597854, -1.570590], [-1.021623, -5.236153, 2.561160], [-1.351939, 0.948108, -5.267034], [-0.921788, 1.167370, 4.148478], [-2.288811, 2.378586, -2.761351], [0.166126, 3.243394, -2.794307], [1.561787, 2.379177, -2.171629], [-2.461512, -3.337543, 2.978912], [5.707076, -1.467757, -2.347460], [-3.105341, 1.134887, -3.713511], [-1.479711, -0.538416, 4.361941], [5.256080, 0.572110, -0.112150], [-2.235801, 3.826510, 0.949997]], "atomic_forces_ev_per_a": [[0.006, 0.014, 0.010], [0.031, 0.108, -0.080], [-0.003, -0.001, 0.001], [0.006, -0.020, 0.000], [0.076, -0.168, 0.129], [-0.215, -0.148, 0.309], [-0.026, -0.126, 0.137], [0.090, 0.111, -0.028], [-0.155, -0.051, -0.118], [0.004, 0.054, 0.066], [0.034, -0.013, -0.015], [-0.011, -0.061, 0.070], [-0.073, 0.283, -0.131], [0.003, -0.005, -0.028], [0.014, 0.098, -0.018], [0.224, -0.090, 0.089], [-0.094, -0.097, -0.133], [0.061, 0.101, -0.032], [0.054, 0.182, 0.055], [-0.199, 0.047, -0.181], [-0.185, -0.081, -0.136], [0.088, 0.181, -0.034], [0.023, 0.021, -0.012], [0.094, 0.011, 0.094], [-0.004, -0.041, 0.024], [-0.065, -0.083, -0.046], [-0.008, -0.011, 0.019], [-0.018, 0.005, 0.037], [-0.009, -0.017, -0.046], [-0.016, -0.005, 0.021], [-0.078, -0.190, 0.034], [0.177, 0.127, -0.327], [0.002, 0.003, 0.005], [0.046, 0.093, -0.085], [0.057, -0.101, 0.108], [-0.020, -0.011, 0.022], [0.059, 0.057, 0.071], [-0.007, -0.169, -0.016], [0.016, -0.036, -0.033], [-0.016, -0.004, 0.001], [0.030, -0.010, 0.110], [0.006, 0.042, 0.061], [-0.014, 0.016, -0.009], [0.014, -0.017, 0.035]]}